Density functional theory data (ωB97M-V/def2-TZVPD) for a 2-piece molecular cluster, C2HCl3OS overall at a distorted geometry.

Properties
HOMO energy (spin up / spin down) in hartree: -0.359 / -0.339
ΔE to the lowest compared entry with this formula, charge and spin in kcal per mole: 71.2
E in eV: -52536.243
F_max in eV/A: 4.0
Total charge: 0

```
8
Properties=species:S:1:pos:R:3:forces:R:3:mulliken_charge:R:1
C -1.03449 0.36889 0.12604 0.534 2.012 0.834 -0.66
C -1.09976 -0.90642 -0.03347 0.339 -1.320 0.209 0.63
O 1.90790 1.51589 -1.36403 0.838 0.204 -3.884 -0.32
S 1.53216 1.50584 -0.01710 -1.568 -0.388 3.644 0.46
Cl -2.59571 -1.77391 0.05307 -0.311 -0.033 -0.043 -0.17
Cl 0.26849 -1.99681 -0.18862 -0.468 0.542 -0.259 -0.14
Cl 2.70713 0.10490 0.89658 0.012 -0.019 0.315 -0.13
H -1.68573 1.18162 0.52752 0.624 -0.998 -0.816 0.33
```
Forces are in eV/Å.


Density functional theory data (ωB97M-V/def2-TZVPD) for a 2-piece molecular cluster, C2HCl4NO2 overall at a distorted geometry.

Properties
HOMO energy (spin up / spin down) in hartree: -0.333 / -0.346
ΔE to the lowest compared entry with this formula, charge and spin in kcal per mole: 61.2
E in eV: -57758.687
F_max in eV/A: 3.6
Total charge: 0

```
10
Properties=species:S:1:pos:R:3:forces:R:3:mulliken_charge:R:1
C 0.51207 1.06659 -0.22952 1.038 -2.107 -1.094 -0.29
C 0.23615 -1.31199 0.67573 -3.220 1.423 -0.479 0.29
N -0.70738 0.78187 -0.86715 -0.157 0.644 0.274 0.87
O -0.67923 0.09478 -1.91218 -0.428 1.414 1.215 -0.55
O -1.66790 1.23418 -0.24394 -0.849 -0.851 -1.313 -0.55
Cl 0.55036 2.09742 1.06630 0.181 0.273 0.396 -0.04
Cl -0.04212 -2.18316 -0.72258 -0.081 -0.722 -0.448 -0.02
Cl 1.65616 -1.52971 1.40991 2.420 -0.214 1.571 -0.06
Cl -1.23483 -1.20343 1.72342 1.434 0.134 -0.773 -0.08
H 1.37671 0.95346 -0.89999 -0.337 0.006 0.651 0.44
```
Forces are in eV/Å.


Density functional theory data (ωB97M-V/def2-TZVPD) for the molecule C2HClF2 at a distorted geometry.

Properties
Structure (SMILES): FC(F)=CCl
HOMO energy in hartree: -0.338
ΔE to the lowest compared entry with this formula, charge and spin in kcal per mole: 28.2
E in eV: -20045.433
F_max in eV/A: 10.9
Total charge: 0

```
6
Properties=species:S:1:pos:R:3:forces:R:3:mulliken_charge:R:1
C -0.47347 -0.49379 -0.01807 2.387 -0.894 1.029 -0.23
C 0.64774 0.25454 -0.12159 -10.445 2.803 1.221 0.49
H -0.32055 -1.50391 0.47086 -0.736 0.997 -1.385 0.29
F 1.75882 -0.16646 -0.18007 7.282 -1.190 -0.139 -0.18
F 0.35214 1.62021 -0.00954 2.492 -1.462 -0.970 -0.21
Cl -1.96468 0.28941 -0.14160 -0.979 -0.254 0.244 -0.15
```
Forces are in eV/Å.


Density functional theory data (ωB97M-V/def2-TZVPD) for the molecule C2HClF2O2 at a distorted geometry.

Properties
HOMO energy (spin up / spin down) in hartree: -0.368 / -0.368
ΔE to the lowest compared entry with this formula, charge and spin in kcal per mole: 123.8
E in eV: -24137.285
F_max in eV/A: 3.4
Total charge: 0

```
8
Properties=species:S:1:pos:R:3:forces:R:3:mulliken_charge:R:1
C 1.73599 -0.34908 0.20798 -0.226 -0.968 -0.165 0.36
C 0.53426 0.47073 0.53492 -3.327 0.029 -0.713 0.38
O 0.23822 -1.91887 -0.21176 -1.352 -0.693 -0.296 -0.50
O 1.49374 -1.54363 -0.15032 2.173 1.120 0.351 0.08
F 0.08044 1.04775 -0.63235 0.334 -0.289 -0.539 -0.24
F 0.79171 1.50252 1.31139 0.756 0.507 1.291 -0.23
Cl 3.33420 0.23549 0.22966 -0.747 -0.359 0.018 -0.07
H -0.41504 -0.12982 0.86263 2.389 0.653 0.053 0.22
```
Forces are in eV/Å.


Density functional theory data (ωB97M-V/def2-TZVPD) for the molecule C2HClF2O2 at a distorted geometry.

Properties
Structure (SMILES): OOC(Cl)=C(F)F
HOMO energy in hartree: -0.372
ΔE to the lowest compared entry with this formula, charge and spin in kcal per mole: 132.9
E in eV: -24136.890
F_max in eV/A: 4.3
Total charge: 0

```
8
Properties=species:S:1:pos:R:3:forces:R:3:mulliken_charge:R:1
C -0.56812 0.29493 0.30952 2.394 -3.280 -1.504 0.33
C -0.88471 0.03117 -0.98423 1.747 -0.750 -1.688 0.36
O 1.80569 -0.11723 1.29841 -2.361 1.617 3.193 -0.31
O 0.61381 -0.73241 0.91917 -2.903 1.637 -1.867 -0.20
F -1.84814 0.46787 -1.84127 1.121 -0.238 2.347 -0.19
F -0.03384 -0.72454 -1.76661 -1.234 1.111 1.509 -0.19
Cl -1.52058 1.04415 1.40763 -0.558 0.782 0.993 -0.12
H 2.43589 -0.26394 0.65738 1.794 -0.879 -2.984 0.32
```
Forces are in eV/Å.


Density functional theory data (ωB97M-V/def2-TZVPD) for C2HClF2OS as an isolated structure at a distorted geometry.

Properties
HOMO energy (spin up / spin down) in hartree: -0.333 / -0.397
ΔE to the lowest compared entry with this formula, charge and spin in kcal per mole: 5.0
2S+1: 3
E in eV: -32925.064
F_max in eV/A: 3.4
Total charge: 0

```
8
Properties=species:S:1:pos:R:3:forces:R:3:mulliken_charge:R:1
C -0.86716 -0.18422 -0.39673 -1.290 -2.526 0.307 0.64
C 0.50439 -0.46649 0.03260 -2.771 1.052 -1.563 -0.42
O -0.72112 0.79362 -1.18424 -0.691 1.441 -0.494 -0.30
F -1.81475 -1.11021 -0.83786 1.695 1.053 1.173 -0.21
F 2.52670 0.73205 0.68032 -0.940 0.447 -0.973 -0.31
S 1.14866 1.03003 -0.27243 2.761 1.065 1.115 0.34
Cl -1.71539 0.44558 1.47338 -0.017 0.019 -0.993 -0.19
H 0.93867 -1.24036 0.50497 1.253 -2.551 1.428 0.45
```
Forces are in eV/Å.